Formula: C3H9NS2
Source: OMol25
Level of theory: wB97M-V/def2-TZVPD

Values from the calculation:
- Calculated total energy: -970.7655 Ha
- Relative energy (zero: lowest compared OMol25 entry of this formula, charge and spin): 1.803 eV
- HOMO energy: -0.3211 hartree
- Kohn-Sham gap: 9.41 eV

Atoms and positions in Å:
S -1.339 -2.136 2.417
S -1.922 -1.249 0.707
C -1.060 0.442 0.849
C 0.332 0.209 0.256
N 0.525 -0.119 -1.190
C 1.395 0.809 -1.843
H -2.430 -2.214 3.153
H -1.002 0.633 1.874
H -1.771 1.132 0.354
H 1.079 0.929 0.467
H 0.651 -0.649 0.846
H 0.799 -0.974 -1.593
H 2.553 0.896 -1.586
H 1.375 0.395 -2.904
H 0.815 1.897 -1.805

Atomic partial charges in e from the Mulliken method, atoms 1 to 2: atom 1 (S): -0.2231, atom 2 (S): -0.0596